1.
# C60H165N15O15

15 unconnected molecules or ions with the total composition C60H165N15O15 (ωB97M-V with the def2-TZVPD basis set, OMol25).

## Properties
LUMO energy = 0.51 eV
frontier orbital gap = 8.73 eV
HOMO energy = -8.22 eV
electronic energy = -117948.5392 eV
ΔE to the lowest compared entry with this formula, charge and spin = 5.5691 eV
F_max = 3.53 eV/Å

```
255
C60H165N15O15 ωB97M-V with the def2-TZVPD basis set
C -4.93 -1.40 -1.39
C -5.06 -2.92 -1.54
C -3.75 -3.75 -1.63
O -3.06 -3.38 -2.80
C -3.57 -4.12 -3.92
N -5.77 -3.35 -0.35
H -5.88 -0.88 -1.29
H -4.33 -0.99 -2.20
H -4.36 -0.96 -0.57
H -5.72 -3.06 -2.40
H -4.01 -4.80 -1.59
H -3.07 -3.49 -0.82
H -3.32 -5.18 -3.79
H -3.07 -3.67 -4.78
H -4.62 -4.05 -4.16
H -5.20 -3.08 0.44
H -5.80 -4.36 -0.35
C -4.29 3.78 -1.48
C -3.93 4.93 -2.39
C -2.49 5.01 -2.86
O -1.54 4.89 -1.83
C -1.41 5.93 -0.94
N -4.74 4.90 -3.60
H -4.02 2.80 -1.87
H -5.36 3.80 -1.27
H -3.73 3.87 -0.55
H -4.16 5.85 -1.85
H -2.20 5.90 -3.42
H -2.18 4.22 -3.54
H -1.04 6.81 -1.47
H -0.66 5.58 -0.24
H -2.36 6.15 -0.44
H -5.71 5.15 -3.44
H -4.75 4.01 -4.06
C 1.10 -4.98 1.84
C 1.79 -5.28 3.17
C 2.79 -6.43 3.19
O 2.95 -7.10 4.42
C 1.73 -7.57 5.01
N 2.35 -4.08 3.74
H 0.67 -5.92 1.51
H 1.79 -4.60 1.08
H 0.29 -4.28 2.06
H 0.96 -5.66 3.77
H 3.75 -6.07 2.83
H 2.31 -7.11 2.48
H 1.26 -6.80 5.61
H 2.02 -8.37 5.70
H 1.17 -8.18 4.30
H 2.67 -3.40 3.07
H 3.04 -4.38 4.41
C 7.61 5.23 -1.81
C 6.21 4.59 -1.59
C 6.16 3.59 -0.45
O 4.81 3.00 -0.39
C 4.81 1.83 0.46
N 5.17 5.65 -1.45
H 7.73 6.00 -1.04
H 7.61 5.83 -2.71
H 8.49 4.58 -1.81
H 5.96 4.12 -2.54
H 6.22 4.12 0.50
H 6.88 2.80 -0.68
H 3.78 1.48 0.44
H 5.02 2.03 1.52
H 5.33 0.99 0.00
H 4.26 5.21 -1.47
H 5.16 6.13 -2.34
C -0.98 -8.59 0.42
C -1.98 -7.93 -0.53
C -1.37 -7.62 -1.94
O -0.19 -6.81 -1.90
C -0.40 -5.41 -1.56
N -3.10 -8.86 -0.65
H -0.17 -7.88 0.56
H -0.59 -9.57 0.14
H -1.48 -8.71 1.39
H -2.25 -6.96 -0.12
H -2.17 -7.11 -2.47
H -1.08 -8.56 -2.41
H 0.58 -4.97 -1.41
H -0.85 -5.28 -0.57
H -0.97 -4.87 -2.31
H -3.54 -8.93 0.25
H -2.81 -9.80 -0.89
C -1.46 -0.12 -8.59
C -0.22 0.26 -7.77
C -0.25 -0.65 -6.54
O -1.50 -0.55 -5.82
C -1.38 -1.06 -4.49
N 0.93 0.02 -8.57
H -1.35 -1.06 -9.13
H -1.60 0.54 -9.44
H -2.48 -0.05 -8.21
H -0.31 1.32 -7.55
H 0.57 -0.52 -5.83
H -0.15 -1.70 -6.84
H -2.26 -0.89 -3.86
H -0.57 -0.55 -3.98
H -1.16 -2.13 -4.42
H 1.77 0.01 -8.01
H 0.74 -0.85 -9.06
C 0.53 0.06 3.69
C 1.31 0.43 4.96
C 2.74 0.93 4.70
O 3.60 -0.05 4.19
C 4.94 0.30 4.05
N 0.63 1.55 5.60
H 0.05 0.87 3.15
H -0.38 -0.50 3.93
H 0.98 -0.65 3.00
H 1.38 -0.43 5.64
H 3.24 1.33 5.58
H 2.72 1.77 4.00
H 5.40 0.27 5.03
H 5.08 1.25 3.53
H 5.48 -0.47 3.51
H 1.16 1.87 6.40
H -0.13 1.09 6.08
C -4.93 4.73 2.07
C -6.07 5.01 3.07
C -5.53 5.80 4.30
O -6.60 6.10 5.19
C -6.22 6.36 6.53
N -7.07 5.76 2.28
H -5.33 4.58 1.07
H -4.23 3.90 2.19
H -4.30 5.62 2.06
H -6.55 4.08 3.37
H -5.07 6.76 4.05
H -4.74 5.26 4.81
H -5.53 5.60 6.90
H -7.10 6.34 7.18
H -5.69 7.30 6.65
H -7.77 5.96 2.97
H -6.64 6.66 2.12
C 4.18 1.01 -3.36
C 3.17 2.11 -3.45
C 2.16 1.94 -4.62
O 1.51 3.24 -4.75
C 0.06 3.15 -4.74
N 2.58 2.23 -2.12
H 3.72 0.03 -3.30
H 4.89 1.19 -2.54
H 4.72 0.99 -4.30
H 3.66 3.07 -3.63
H 1.44 1.14 -4.48
H 2.67 1.65 -5.54
H -0.23 2.53 -5.58
H -0.36 4.16 -4.81
H -0.26 2.76 -3.77
H 3.35 2.54 -1.54
H 1.89 2.96 -2.20
C -0.50 -6.37 -5.56
C 0.09 -5.01 -5.88
C 1.06 -4.54 -4.75
O 1.90 -3.42 -5.14
C 2.43 -2.71 -4.05
N 0.79 -5.12 -7.10
H 0.29 -7.12 -5.45
H -1.15 -6.73 -6.35
H -0.98 -6.52 -4.60
H -0.70 -4.29 -6.06
H 1.73 -5.33 -4.43
H 0.40 -4.30 -3.91
H 2.97 -1.86 -4.46
H 3.07 -3.39 -3.48
H 1.57 -2.34 -3.49
H 1.26 -4.23 -7.22
H 1.63 -5.68 -7.11
C -1.65 4.28 3.82
C -0.74 4.82 4.98
C -1.20 4.52 6.42
O -2.44 5.19 6.62
C -2.70 5.41 8.01
N 0.63 4.32 4.69
H -2.61 4.77 3.96
H -1.82 3.22 3.96
H -1.47 4.48 2.76
H -0.84 5.91 4.95
H -0.49 4.98 7.11
H -1.37 3.47 6.67
H -3.74 5.74 8.11
H -2.11 6.24 8.39
H -2.58 4.48 8.57
H 0.80 4.46 3.71
H 0.66 3.33 4.89
C -2.23 -1.75 1.71
C -2.66 -3.14 2.13
C -2.24 -3.41 3.62
O -2.86 -4.60 4.13
C -2.49 -5.84 3.46
N -4.08 -3.35 1.87
H -1.15 -1.62 1.79
H -2.70 -0.86 2.14
H -2.39 -1.73 0.63
H -2.18 -3.92 1.53
H -2.68 -2.63 4.25
H -1.18 -3.26 3.81
H -3.29 -6.56 3.64
H -1.51 -6.16 3.79
H -2.46 -5.79 2.37
H -4.66 -2.70 2.38
H -4.27 -4.21 2.36
C 0.39 7.45 2.14
C 1.83 6.95 2.31
C 2.11 5.58 1.58
O 1.12 4.63 1.94
C 1.46 3.29 1.55
N 2.67 8.01 1.97
H -0.27 6.67 2.53
H 0.21 7.55 1.07
H 0.19 8.36 2.71
H 2.00 6.79 3.37
H 3.11 5.25 1.88
H 2.17 5.68 0.50
H 1.26 3.18 0.48
H 0.68 2.68 2.01
H 2.48 2.99 1.74
H 2.50 8.94 2.35
H 3.66 7.86 2.07
C 4.93 -3.19 2.01
C 4.44 -2.13 0.99
C 4.40 -2.59 -0.47
O 5.67 -3.13 -0.89
C 5.79 -3.41 -2.32
N 3.11 -1.71 1.51
H 5.92 -3.57 1.76
H 4.36 -4.12 2.04
H 4.98 -2.90 3.06
H 5.13 -1.30 1.07
H 4.09 -1.75 -1.10
H 3.60 -3.32 -0.58
H 6.77 -3.78 -2.61
H 5.64 -2.53 -2.94
H 5.04 -4.17 -2.53
H 2.66 -1.10 0.84
H 3.29 -1.04 2.24
C 0.41 -1.99 -0.52
C 0.68 -0.62 -1.16
C -0.56 0.34 -1.19
O -0.87 0.85 0.12
C -1.81 1.92 0.12
N 1.70 -0.01 -0.32
H 1.13 -2.70 -0.92
H -0.58 -2.39 -0.74
H 0.52 -2.01 0.56
H 1.10 -0.76 -2.16
H -1.40 -0.12 -1.72
H -0.22 1.17 -1.81
H -2.02 2.19 1.16
H -2.76 1.54 -0.27
H -1.38 2.73 -0.47
H 2.17 0.69 -0.87
H 1.11 0.50 0.32
```



2.
# C60H38BrI4N6O2Ru

A molecular structure, C60H38BrI4N6O2Ru (ωB97M-V with the def2-TZVPD basis set, OMol25).

## Properties
LUMO energy (spin up / spin down) = -2.05 / -2.37 eV
frontier orbital gap (spin up / spin down) = 3.29 / 4.79 eV
HOMO energy (spin up / spin down) = -5.35 / -7.17 eV
electronic energy = -180890.9615 eV
spin multiplicity = 6
F_max = 4.36 eV/Å

```
112
C60H38BrI4N6O2Ru ωB97M-V with the def2-TZVPD basis set
Ru -0.83 -0.63 0.81
I -7.02 1.09 -6.70
C -5.62 0.62 -5.30
C -5.06 1.64 -4.49
C -4.36 1.26 -3.32
C -3.96 -0.07 -3.09
C -4.46 -1.04 -3.95
C -5.28 -0.75 -5.01
C -3.20 -0.34 -1.85
C -3.60 0.11 -0.58
C -4.88 0.75 -0.28
C -4.85 1.02 1.01
C -3.60 0.58 1.58
C -3.34 0.63 2.94
C -4.43 1.15 3.90
C -4.98 2.45 3.73
C -5.88 2.92 4.69
C -6.21 2.08 5.77
I -7.99 2.51 6.91
C -5.58 0.85 5.99
C -4.79 0.35 4.96
C -2.09 0.23 3.46
N -1.06 -0.43 2.83
C -0.06 -0.75 3.77
C 1.17 -1.34 3.48
C 2.15 -1.45 4.62
C 1.69 -1.73 5.96
C 2.53 -1.62 7.03
C 3.90 -1.39 6.84
I 5.24 -1.47 8.45
C 4.42 -1.26 5.55
C 3.54 -1.23 4.43
C 1.53 -1.79 2.21
C 2.56 -2.77 2.00
C 2.54 -3.20 0.71
C 1.49 -2.53 0.07
N 0.82 -1.67 0.99
C 1.14 -2.65 -1.27
C 0.02 -1.98 -1.77
C -0.22 -1.92 -3.21
C -1.44 -1.31 -3.35
C -1.98 -0.93 -2.04
N -1.02 -1.37 -1.11
C 2.05 -3.34 -2.21
C 3.42 -3.11 -2.15
C 4.26 -3.68 -3.10
C 3.73 -4.60 -4.06
I 5.18 -5.49 -5.24
C 2.33 -4.84 -4.08
C 1.50 -4.19 -3.23
C -0.50 -0.14 5.05
C -1.74 0.36 4.86
N -2.86 0.07 0.55
H -5.31 2.72 -4.61
H -3.99 1.95 -2.58
H -4.21 -2.08 -3.74
H -5.63 -1.49 -5.71
H -5.64 0.83 -1.01
H -5.63 1.22 1.72
H -4.73 3.04 2.85
H -6.22 3.93 4.56
H -5.74 0.25 6.88
H -4.42 -0.67 5.05
H 0.63 -1.99 6.07
H 2.15 -1.56 8.05
H 5.52 -1.05 5.48
H 3.89 -1.01 3.44
H 3.27 -3.08 2.77
H 3.11 -3.98 0.18
H 0.48 -2.17 -4.00
H -1.90 -1.07 -4.27
H 3.76 -2.38 -1.44
H 5.31 -3.46 -3.18
H 2.05 -5.68 -4.77
H 0.48 -4.50 -3.27
H 0.14 -0.06 5.94
H -2.42 0.83 5.57
O 3.12 1.85 1.99
C 2.03 2.63 2.25
C 2.02 3.48 3.32
C 0.85 3.97 3.81
C -0.34 3.73 3.09
C -0.22 3.16 1.84
C 0.91 2.48 1.44
C 0.93 1.67 0.18
O -0.18 1.00 -0.20
N 1.49 2.54 -1.01
N 1.16 2.03 -2.20
C 1.78 2.50 -3.29
C 1.34 2.22 -4.60
Br -0.52 2.56 -4.91
C 2.06 1.79 -5.70
C 3.22 1.07 -5.73
C 3.93 1.02 -6.96
C 5.17 0.39 -7.08
C 5.58 -0.44 -6.06
C 4.94 -0.36 -4.83
C 3.85 0.42 -4.63
H 3.93 2.27 2.26
H 2.94 3.74 3.86
H 0.82 4.59 4.72
H -1.30 3.94 3.54
H -1.08 3.28 1.17
H 1.78 0.98 0.12
H 1.46 3.57 -0.79
H 2.72 3.05 -3.20
H 1.74 2.11 -6.63
H 3.45 1.51 -7.78
H 5.89 0.62 -7.86
H 6.46 -1.06 -6.15
H 5.38 -0.90 -4.02
H 3.37 0.36 -3.66
```



3.
# C60H43N3O20

10 unconnected molecules or ions with the total composition C60H43N3O20 (ωB97M-V with the def2-TZVPD basis set, OMol25).

## Properties
structure (SMILES) = O=[N+]([O-])c1ccccc1.O=[N+]([O-])c1ccccc1.O=[N+]([O-])c1ccccc1.O=C1C=CC(=O)C=C1.O=C1C=CC(=O)C=C1.O=C1C=CC(=O)C=C1.O=C1C=CC(=O)C=C1.O=C1C=CC(=O)C=C1.O=C1C=CC(=O)C=C1.O=C1C=CC(=O)C=C1
LUMO energy = -2.02 eV
frontier orbital gap = 7.88 eV
HOMO energy = -9.90 eV
electronic energy = -108319.0059 eV
F_max = 3.47 eV/Å

```
126
C60H43N3O20 ωB97M-V with the def2-TZVPD basis set
O 9.56 -2.03 -1.19
N 8.67 -1.42 -0.66
O 8.75 -0.23 -0.43
C 7.45 -2.13 -0.32
C 7.31 -3.45 -0.77
C 6.11 -4.10 -0.45
C 5.13 -3.52 0.32
C 5.33 -2.25 0.90
C 6.48 -1.53 0.58
H 8.13 -3.89 -1.27
H 5.87 -5.02 -1.01
H 4.27 -4.06 0.53
H 4.61 -1.74 1.55
H 6.57 -0.46 0.87
O -1.12 0.05 -3.22
N -1.56 0.10 -4.42
O -1.15 -0.56 -5.31
C -2.67 1.11 -4.66
C -2.94 1.94 -3.57
C -3.84 2.98 -3.77
C -4.47 3.11 -5.04
C -4.19 2.21 -6.08
C -3.20 1.22 -5.92
H -2.41 1.84 -2.64
H -4.04 3.62 -2.95
H -5.23 3.84 -5.21
H -4.64 2.49 -7.02
H -2.99 0.44 -6.63
O -1.51 -2.20 -0.22
N -1.69 -1.02 0.09
O -2.53 -0.28 -0.41
C -0.66 -0.47 1.00
C 0.43 -1.20 1.47
C 1.27 -0.63 2.40
C 1.01 0.65 2.92
C -0.04 1.39 2.48
C -0.86 0.86 1.48
H 0.62 -2.16 1.03
H 2.06 -1.35 2.70
H 1.70 1.07 3.65
H -0.14 2.38 2.89
H -1.61 1.47 0.99
O -5.28 4.26 -0.61
C -5.61 3.41 0.20
C -4.89 2.08 0.14
C -5.32 0.99 0.76
C -6.62 0.94 1.43
O -7.11 -0.09 1.90
C -7.32 2.31 1.59
C -6.85 3.42 1.03
H -3.99 2.03 -0.43
H -4.85 0.02 0.76
H -8.26 2.30 2.03
H -7.29 4.42 1.09
O 5.94 7.29 2.35
C 5.39 6.21 2.36
C 5.71 5.23 3.37
C 4.97 4.12 3.50
C 3.86 3.81 2.57
O 3.17 2.77 2.73
C 3.60 4.78 1.51
C 4.25 5.93 1.47
H 6.54 5.45 4.04
H 5.15 3.37 4.22
H 2.76 4.57 0.86
H 3.96 6.71 0.74
O -6.09 -6.53 1.78
C -5.61 -5.44 1.89
C -4.50 -5.04 1.03
C -3.76 -3.98 1.29
C -4.31 -3.01 2.28
O -3.91 -1.87 2.29
C -5.38 -3.43 3.26
C -5.98 -4.57 3.02
H -4.19 -5.60 0.19
H -3.06 -3.59 0.57
H -5.58 -2.77 4.03
H -6.70 -4.93 3.71
O 2.23 -3.70 2.54
C 1.13 -4.15 2.78
C 0.40 -3.61 4.06
C -0.89 -3.91 4.30
C -1.63 -4.94 3.53
O -2.72 -5.32 3.83
C -0.90 -5.51 2.34
C 0.31 -5.09 1.97
H 0.92 -2.94 4.66
H -1.49 -3.43 5.06
H -1.31 -6.28 1.71
H 0.83 -5.52 1.06
O 0.16 3.06 -2.32
C 0.96 2.16 -2.53
C 1.49 1.38 -1.34
C 2.23 0.29 -1.42
C 2.58 -0.23 -2.76
O 3.16 -1.28 -2.87
C 2.33 0.72 -3.93
C 1.50 1.77 -3.84
H 1.10 1.81 -0.40
H 2.51 -0.32 -0.60
H 2.78 0.35 -4.88
H 1.15 2.38 -4.67
O 1.22 7.57 1.24
C 0.45 6.61 1.29
C -0.42 6.38 2.44
C -1.50 5.61 2.42
C -1.83 4.78 1.26
O -2.68 3.93 1.30
C -0.89 5.04 0.07
C 0.13 5.88 0.06
H -0.04 6.98 3.30
H -2.07 5.52 3.27
H -1.06 4.42 -0.84
H 0.75 5.97 -0.85
O 1.14 -5.66 -1.29
C 1.36 -4.94 -2.28
C 2.31 -5.28 -3.34
C 2.42 -4.55 -4.49
C 1.62 -3.22 -4.65
O 1.94 -2.37 -5.46
C 0.72 -2.89 -3.50
C 0.61 -3.66 -2.40
H 2.92 -6.20 -3.12
H 3.16 -4.92 -5.17
H 0.20 -2.01 -3.58
H 0.03 -3.40 -1.58
```